(1)
{
  "formula": "C22H29NO3",
  "method": "ωB97M-V/def2-TZVPD",
  "smiles": "COc1ccc(C2(O)CCN(CCCCOc3ccccc3)CC2)cc1",
  "homo_ha": -0.300,
  "species": ["H", "C", "H", "H", "H", "C", "C", "C", "H", "N", "C", "C", "C", "H", "H", "H", "C", "C", "H", "C", "C", "C", "C", "C", "H", "C", "C", "H", "H", "C", "H", "H", "H", "H", "O", "C", "H", "C", "H", "H", "H", "C", "H", "H", "C", "H", "O", "H", "O", "H", "C", "H", "H", "H", "H"],
  "coordinates": [[-3.04991, 2.84884, -6.78033], [0.57885, -1.20368, 2.40256], [-2.34285, -2.04179, -0.10844], [-2.96213, -3.34725, -2.16991], [3.34566, 4.55858, 7.39883], [1.20912, 0.51281, 0.68981], [-3.25544, 1.02950, -3.94268], [3.50505, 0.59116, 3.44580], [-0.18857, -0.57835, 2.85507], [-0.54115, -1.11439, 0.24594], [1.73590, 2.37599, 4.59826], [-3.38224, 2.10401, -4.79709], [2.19004, 0.62384, 2.99630], [4.19318, -0.10499, 2.99561], [4.95299, 1.40568, 4.80029], [-0.90179, -2.57910, 1.66487], [3.05200, 2.33540, 5.04218], [1.72424, -0.30676, 1.89041], [1.30681, -1.04687, -0.81307], [1.31895, 1.52732, 3.58721], [-2.95149, 2.00740, -6.11163], [-2.39553, 0.82390, -6.55808], [-0.95752, -2.87041, -1.53659], [-1.47925, -1.69832, -0.68684], [-3.58532, 1.08701, -2.91702], [0.54745, -0.37913, -0.36001], [-1.96231, -3.30388, -2.60440], [2.04902, 1.05081, 0.24630], [0.67940, -2.74153, 0.87577], [-2.69347, -0.16729, -4.39149], [0.47747, 1.23834, 1.04056], [-3.81842, 3.02373, -4.43641], [1.02313, 3.06188, 5.02904], [-0.97696, -2.19947, -4.18269], [3.57165, 3.12124, 6.02946], [-0.05466, -2.01211, 1.27086], [-1.70083, -4.30258, -2.96052], [2.72715, 4.05154, 6.65967], [0.97517, -1.87670, 3.16517], [0.14098, 0.24563, -1.15918], [0.28936, 1.58510, 3.26568], [-1.99926, -2.38273, -3.82213], [-0.75061, -3.72149, -0.88360], [-1.81770, -0.90129, -1.35031], [3.93277, 1.43107, 4.45123], [-2.05774, 0.73660, -7.58050], [-2.61496, -1.16314, -3.46655], [-0.02170, -2.58424, -2.02202], [2.83212, -1.10054, 1.50290], [2.33725, 4.78824, 5.94931], [-2.26259, -0.26377, -5.70966], [2.53673, -1.69040, 0.80099], [-1.82755, -1.17578, -6.08775], [-2.57134, -2.86610, -4.62764], [1.89086, 3.55844, 7.16648]],
  "nbo_charge": [0.213, -0.423, 0.189, 0.210, 0.199, -0.423, -0.285, -0.127, 0.212, -0.450, -0.317, -0.188, -0.098, 0.227, 0.221, 0.208, 0.300, 0.244, 0.146, -0.145, -0.247, -0.186, -0.423, -0.209, 0.222, -0.222, -0.411, 0.220, 0.148, 0.389, 0.213, 0.214, 0.214, 0.171, -0.495, -0.222, 0.213, -0.251, 0.219, 0.212, 0.201, -0.064, 0.203, 0.215, -0.273, 0.213, -0.528, 0.195, -0.725, 0.174, -0.333, 0.469, 0.219, 0.177, 0.174]
}

***

(2)
{
  "formula": "C45H55AuBF4GeO2Se",
  "method": "ωB97M-V/def2-TZVPD",
  "spin_multiplicity": 4,
  "homo_ha": [-0.308, -0.320],
  "s_squared": 3.840,
  "species": ["Se", "H", "H", "H", "H", "C", "C", "C", "C", "H", "C", "C", "H", "C", "H", "H", "H", "F", "C", "H", "H", "C", "H", "B", "H", "C", "C", "H", "C", "C", "C", "H", "H", "F", "O", "C", "C", "H", "H", "H", "H", "H", "H", "H", "H", "C", "H", "H", "H", "C", "H", "H", "C", "C", "H", "Ge", "H", "H", "H", "C", "H", "C", "H", "C", "C", "C", "C", "H", "F", "H", "C", "C", "H", "H", "H", "C", "H", "H", "Au", "H", "O", "H", "C", "H", "C", "F", "C", "C", "H", "H", "C", "H", "C", "H", "C", "H", "C", "H", "C", "C", "C", "C", "H", "C", "H", "C", "H", "C", "C", "H"],
  "coordinates": [[0.10113, 1.13610, 1.60446], [3.46477, -1.38443, 4.91436], [-4.69822, -0.57930, 5.24437], [-0.90190, 6.32527, -1.41423], [5.09179, 6.31123, -2.31989], [0.51382, 3.70671, -5.40048], [-1.42837, 0.01461, 1.95060], [-4.42908, -3.63975, 0.30376], [-2.67191, 5.62322, -5.98792], [-2.36069, -1.15098, 6.99967], [-2.45662, 5.16745, -3.67319], [2.86768, -2.29196, 4.95144], [-0.24455, 5.46208, 0.00286], [1.59950, 4.68751, -2.26805], [4.61756, 4.50418, -0.81236], [5.15512, -3.63172, -0.64927], [4.15902, -3.93984, -2.20096], [-1.22453, -4.77450, -0.00292], [-2.65092, -1.40037, 3.57656], [-1.46667, 5.20605, -8.40508], [-5.99044, -1.45419, 1.00725], [0.95299, 3.56017, -6.71541], [-4.97291, -3.73287, 1.22344], [-0.07705, -4.07344, 0.24630], [5.55102, -1.06646, -0.85168], [-0.97920, 4.68924, -7.60149], [-3.31353, -1.99659, 2.50344], [-2.54591, -2.62274, -1.41910], [3.61321, -1.95679, -1.27725], [4.16664, -3.43217, -1.18420], [2.97440, -1.61118, 0.07627], [1.29301, -4.23332, 2.73371], [2.34803, 3.32467, -0.84576], [0.99005, -4.91800, 0.62821], [1.97774, 0.38802, -0.75931], [1.75938, -4.14232, 3.74963], [1.53013, -0.16916, 1.53460], [-4.21145, -2.42047, -2.12383], [-5.06911, -3.99663, -0.47381], [1.15337, 3.24163, -4.64166], [0.48257, 3.84215, -8.86563], [3.86280, -3.18908, 1.13708], [-1.12866, 0.07727, 3.97321], [2.12193, -0.85887, -2.42679], [2.94595, -2.05345, -3.38814], [-1.23831, 4.54700, -3.81266], [-6.07431, -1.82038, -0.76161], [1.87583, -1.87367, 5.23877], [-1.97609, 5.24929, -0.46302], [4.77429, -1.04744, -1.65596], [4.70474, -4.23497, 4.25629], [0.92260, -3.69490, 4.32938], [-4.38066, -1.62642, 5.25043], [-2.25363, -0.51043, 0.90810], [-3.41510, -3.92314, 4.83188], [-0.28309, 3.99649, -2.17185], [1.09120, 6.24006, -3.63052], [-4.67465, -2.03867, 6.21258], [1.79571, -2.70495, -2.25880], [1.84765, 5.78640, -3.03192], [-0.95058, -1.00315, 5.84867], [-3.21903, -1.57786, 1.14148], [-2.83215, 5.27286, -2.64402], [3.07791, 6.41941, -3.06345], [2.54872, 4.26125, -1.39591], [2.60070, -2.13865, 2.44215], [-2.50974, -3.29695, 5.07859], [-3.97614, -2.81744, 2.70655], [-0.27448, -3.08203, 1.23904], [5.08010, -3.01984, 3.04222], [-0.94008, 5.36748, -0.87794], [4.28226, -3.73610, 3.35221], [-5.33558, -0.30303, -0.09628], [4.12128, -4.51453, 2.56262], [4.42240, -0.00306, -1.74260], [-0.71648, 4.37284, -5.14853], [1.92582, 3.12094, -6.86613], [-3.31877, -0.93073, -1.58007], [-0.60911, 2.00291, -0.73633], [-4.06413, 6.22324, -4.50167], [-2.21233, 0.18950, -0.20197], [-2.12666, -3.53052, 6.13181], [3.83323, 4.88932, -1.40775], [3.43926, -4.05171, -0.62101], [4.10516, 5.94202, -2.21268], [0.21244, -3.42533, -1.00078], [2.91946, -3.09195, 3.61139], [-3.46050, -2.01645, -1.34298], [-1.66753, -3.47376, 4.41434], [5.17721, -1.34023, -2.62370], [2.15240, -0.40745, 0.22630], [1.52522, -0.74090, 3.57311], [-3.20870, 5.67289, -4.73582], [-3.21674, 6.05670, -6.86486], [3.18311, -2.35893, 1.19835], [2.05651, -5.10467, 4.17672], [-5.47421, -1.37017, 0.05585], [3.30992, -2.91320, 5.75281], [2.59225, -1.91086, -2.40975], [-2.86010, -1.76613, 4.97517], [1.80629, -1.01327, 2.60126], [-1.67733, -0.41471, 3.23639], [-2.31286, 0.06399, 5.80383], [-4.10395, -2.13434, 0.06547], [-4.94903, -2.13735, 4.41334], [-1.48491, 4.87753, -6.27117], [-3.52050, -4.26369, 0.34374], [0.17945, 3.96833, -7.83155], [-2.04270, -0.94909, 5.98381], [3.32514, 7.24565, -3.69419]],
  "lowdin_spin": [0.074, 0.000, 0.000, 0.014, 0.000, -0.001, 0.134, 0.004, 0.029, 0.000, 0.029, 0.006, 0.000, 0.042, 0.000, 0.000, 0.000, 0.000, 0.176, 0.000, 0.000, 0.007, 0.000, 0.001, 0.000, 0.006, -0.035, 0.000, 0.015, 0.000, 0.146, 0.001, 0.005, 0.000, 0.335, 0.016, 0.177, 0.000, 0.000, 0.001, 0.000, -0.004, -0.002, 0.000, 0.000, 0.043, 0.002, 0.000, -0.001, 0.009, 0.001, 0.000, 0.012, 0.087, 0.000, 0.299, 0.001, 0.002, 0.000, 0.009, 0.000, 0.180, 0.001, 0.002, 0.008, 0.196, 0.017, -0.005, 0.005, 0.000, 0.097, 0.003, 0.000, 0.000, 0.000, 0.008, 0.000, 0.000, 0.282, -0.001, 0.365, 0.003, 0.000, 0.000, 0.002, 0.001, 0.020, 0.003, 0.001, 0.001, 0.072, -0.003, 0.001, 0.001, -0.017, 0.002, 0.016, 0.001, 0.008, 0.025, 0.026, 0.019, 0.000, 0.020, 0.000, 0.000, 0.000, -0.003, 0.000, 0.000]
}

***

(3)
{
  "formula": "C22H15CaN7O12S",
  "method": "ωB97M-V/def2-TZVPD",
  "charge": -2,
  "homo_ha": -0.076,
  "species": ["C", "H", "H", "O", "H", "C", "H", "C", "C", "O", "N", "O", "H", "O", "C", "O", "C", "H", "O", "O", "C", "C", "H", "O", "C", "C", "C", "H", "N", "N", "O", "H", "C", "C", "C", "C", "H", "O", "N", "C", "H", "O", "C", "C", "H", "C", "Ca", "S", "N", "O", "C", "H", "N", "C", "N", "C", "H", "H"],
  "coordinates": [[1.31692, 2.95897, 0.52702], [3.29035, -1.04638, 0.88038], [1.08906, -4.44616, -0.35548], [-1.71207, 1.06938, 6.13083], [2.85896, 2.77642, 3.52085], [0.59363, 0.55319, -4.64746], [0.74411, -4.84498, -2.00457], [-3.20258, 0.64720, -4.90955], [-0.80231, -0.41550, 2.40345], [2.81303, -2.70343, 4.27640], [1.61882, 1.76838, 0.02001], [1.89403, -3.55810, 2.52914], [-3.96012, 1.09223, -5.54522], [-0.95792, 0.04585, 0.09798], [1.73853, 3.37532, 1.77913], [-2.76031, 0.41636, 1.38738], [1.62901, -3.05855, -1.73004], [-4.59690, -0.08357, -3.42670], [-3.97099, -0.78431, -1.12480], [0.84534, 0.76601, -5.83734], [2.34816, 0.90406, 0.73984], [-2.55749, -0.57474, -2.98196], [3.40724, 0.54565, 2.58051], [1.35478, 0.60814, -3.65420], [0.62881, -1.17307, 4.71380], [-1.15165, 0.09976, 3.64731], [-0.42075, -0.27318, 4.76020], [1.45956, 4.35293, 2.14552], [-1.26264, -0.47026, -3.27598], [2.13947, -2.35613, -0.67675], [-0.15773, -0.08925, 7.05171], [-0.22288, 3.74574, -3.88805], [2.82332, 1.26060, 2.01464], [-2.88258, -1.31883, -1.72164], [0.23126, -1.34405, 2.30294], [-0.90991, 0.22756, -4.35751], [-3.91611, -1.02224, -0.18669], [-0.15745, 4.64214, -2.07691], [1.28615, -4.32867, -1.33590], [-3.56730, -0.01082, -3.74486], [0.50620, -1.77472, 1.34828], [-0.73275, 2.50533, -2.39408], [2.51235, 2.49785, 2.53203], [0.89888, -1.69817, 3.46427], [-1.97702, 0.79279, 3.71012], [-1.86617, 0.75500, -5.22705], [0.24930, 0.63537, -1.69579], [1.54395, -2.64036, -3.33209], [-0.78060, 0.29527, 6.07931], [-2.26218, -2.23749, -1.26227], [-0.37008, 3.65198, -2.77839], [1.18799, -1.45785, 5.58843], [1.96368, -2.72689, 3.40263], [-1.59363, 0.06650, 1.17897], [1.95705, -1.03915, -0.68328], [2.61927, -0.44046, 0.26912], [-1.51124, 1.26674, -6.10949], [0.71421, 3.59461, -0.11813]],
  "mulliken_charge": [-0.170, 0.430, 0.244, -0.630, 0.415, 0.227, 0.224, -0.413, 0.550, -0.675, -0.354, -0.526, 0.382, -0.106, -0.909, -0.779, 0.259, 0.467, -0.507, -0.795, 1.218, 0.618, 0.412, -0.819, -0.723, -0.747, -0.157, 0.420, -0.230, -1.122, -0.653, 0.258, -1.002, 0.060, -0.372, 0.874, 0.367, -0.675, -0.486, -0.436, 0.873, -0.425, -0.239, 0.117, 0.595, -0.832, 2.443, -0.408, 1.057, -0.568, -0.210, 0.593, 1.065, -0.678, 0.572, -0.996, 0.477, 0.425]
}

***

| no. | energy (eV) |
| --- | --- |
| 1 | -30916.7949 |
| 2 | -188754.6698 |
| 3 | -87335.0381 |